[1]
Formula: C34H89N7O10
Source: OMol25
Level of theory: ωB97M-V/def2-TZVPD

Results
**Gap between HOMO and LUMO (spin up / spin down)**: 0.0498 / 0.3007 hartree
**Relative energy (zero: lowest compared OMol25 entry of this formula, charge and spin)**: 161.9 kJ/mol

```
! wB97M-V def2-TZVPD RIJCOSX def2/J DEFGRID3
* xyz -1 2
C 1.6525 4.2992 4.3246
O 1.7640 4.1052 5.7429
C 2.3546 5.1798 6.4288
C 2.5190 4.8118 7.9359
N 3.4602 3.7535 8.1070
C 3.2769 2.8818 9.3178
C 3.7568 3.4983 10.6111
O 2.6916 4.4479 10.9647
C 1.5598 3.8144 11.6090
H 0.9452 5.1028 4.1199
H 1.2427 3.3422 4.0017
H 2.5938 4.4933 3.8105
H 1.5578 5.8989 6.2388
H 3.2376 5.5823 5.9324
H 1.4795 4.5325 8.1077
H 2.7885 5.7023 8.5037
H 3.7342 3.1789 7.3229
H 3.9457 2.0252 9.2333
H 2.2650 2.4768 9.3185
H 4.7392 3.9647 10.5371
H 3.9551 2.8884 11.4925
H 1.8647 3.4261 12.5808
H 0.9641 3.1244 11.0114
H 0.9827 4.7201 11.7957
C -8.7354 -5.1075 0.4308
O -8.7764 -3.8914 -0.2642
C -7.6611 -3.0185 -0.1937
C -7.6342 -1.9779 -1.3588
N -7.6952 -2.3973 -2.7712
C -6.7305 -3.3528 -3.2448
C -7.0515 -4.0518 -4.5422
O -8.1164 -4.9906 -4.5305
C -7.9630 -6.1630 -5.3250
H -7.9998 -5.7320 -0.0762
H -9.6843 -5.6320 0.3181
H -8.4508 -5.2199 1.4770
H -6.7512 -3.6089 -0.3008
H -7.5416 -2.3703 0.6745
H -6.8641 -1.2239 -1.1962
H -8.5487 -1.3850 -1.3438
H -8.6554 -2.6279 -2.9831
H -6.7949 -4.1267 -2.4800
H -5.7382 -2.9055 -3.3022
H -6.1518 -4.6534 -4.6710
H -7.2077 -3.4313 -5.4246
H -7.2900 -6.9103 -4.9046
H -7.5558 -5.8796 -6.2955
H -8.9292 -6.6662 -5.3610
C 2.3915 0.5087 2.4642
O 1.6619 1.2324 1.4326
C 2.4085 1.0763 0.2144
C 1.6604 1.7098 -0.9420
N 0.3372 1.0099 -1.1838
C 0.3762 -0.3823 -1.5866
C -0.6936 -0.6900 -2.7857
O -1.9497 -0.5495 -2.1344
C -3.0891 -0.8982 -2.9932
H 2.4843 -0.5670 2.3146
H 1.8392 0.6111 3.3983
H 3.3774 0.9726 2.4340
H 2.5479 0.0578 -0.1480
H 3.3986 1.4727 0.4397
H 2.1703 1.6109 -1.9003
H 1.4920 2.7636 -0.7199
H -0.1986 0.9721 -0.3285
H 0.0618 -0.9774 -0.7291
H 1.4055 -0.6597 -1.8139
H -0.5459 -1.6779 -3.2221
H -0.6488 0.0673 -3.5684
H -3.0916 -1.9554 -3.2584
H -3.1472 -0.2030 -3.8307
H -4.0194 -0.7811 -2.4373
C 5.5601 -3.3037 5.6362
C 6.1469 -2.2671 4.5920
C 6.1321 -0.8085 5.2516
O 4.6778 -0.4310 5.1653
C 4.3945 0.9939 5.4059
N 7.3926 -2.6680 4.0164
H 6.4414 -3.6302 6.1882
H 5.2105 -4.2053 5.1334
H 4.6626 -3.0161 6.1837
H 5.6061 -2.1910 3.6487
H 6.7848 -0.1280 4.7049
H 6.4345 -0.7538 6.2974
H 4.6424 1.6437 4.5666
H 4.9602 1.3582 6.2634
H 3.3263 1.1408 5.5657
H 7.5002 -2.1834 3.1368
H 7.2926 -3.6038 3.6499
C 6.8941 0.5482 0.7285
C 6.6706 -0.8921 0.2021
C 6.7767 -0.9086 -1.3072
O 5.5776 -0.3513 -1.7252
C 5.3965 -0.2943 -3.1535
N 7.6616 -1.7363 0.8617
H 7.9307 0.8851 0.7370
H 6.4624 0.5459 1.7293
H 6.3259 1.2773 0.1508
H 5.7010 -1.2978 0.4909
H 6.8402 -1.9165 -1.7173
H 7.6716 -0.4013 -1.6676
H 5.4297 -1.2703 -3.6377
H 6.1815 0.3453 -3.5568
H 4.4222 0.1543 -3.3477
H 7.6740 -2.6971 0.5508
H 8.5850 -1.4621 0.5579
C -4.0697 -3.9018 -7.6088
C -4.5935 -2.4492 -7.9052
C -3.5069 -1.3178 -7.9063
O -2.8307 -1.2438 -6.7087
C -2.0557 -0.1143 -6.5706
N -5.2724 -2.4548 -9.2055
H -4.8245 -4.6520 -7.8445
H -3.9042 -4.1684 -6.5650
H -3.2102 -4.0981 -8.2498
H -5.3118 -2.1646 -7.1362
H -3.8691 -0.3153 -8.1337
H -2.8172 -1.6018 -8.7012
H -1.3340 0.1469 -7.3445
H -1.6781 0.0623 -5.5635
H -2.6508 0.7927 -6.6770
H -5.5176 -1.4825 -9.3269
H -6.0584 -3.0890 -9.1949
C -3.7805 3.4643 -3.2081
C -2.3300 2.7976 -3.1109
C -1.2278 3.7461 -3.5800
O -1.4098 4.2540 -4.8570
C -0.2142 4.9517 -5.3362
N -2.1818 2.2421 -1.7597
H -3.9903 4.0102 -4.1280
H -3.6352 4.2520 -2.4689
H -4.5593 2.7714 -2.8896
H -2.2503 2.0526 -3.9026
H -0.2612 3.2790 -3.3911
H -1.2335 4.5727 -2.8696
H 0.0768 5.7256 -4.6259
H -0.5420 5.3654 -6.2898
H 0.5000 4.1284 -5.3208
H -1.2200 1.9711 -1.6133
H -2.6359 1.3410 -1.8036
*
```


[2]
Formula: C34H90FeO12
Source: OMol25
Level of theory: ωB97M-V/def2-TZVPD

Results
**Gap between HOMO and LUMO (spin up / spin down)**: 0.3151 / 0.2263 hartree
**Relative energy (zero: lowest compared OMol25 entry of this formula, charge and spin)**: 347.3 kJ/mol

```
! wB97M-V def2-TZVPD RIJCOSX def2/J DEFGRID3
* xyz 1 6
Fe -0.4025 -2.7910 -2.4952
C 0.4608 0.3673 0.4828
C -0.7096 -0.2858 -0.2407
O -0.3071 -1.2425 -1.1685
H 1.0844 1.0042 -0.1411
H 1.1346 -0.3912 0.8898
H 0.0271 0.8578 1.3538
H -1.3724 0.4918 -0.6334
H -1.3636 -0.8021 0.4741
C -4.2399 -2.8602 -4.3121
C -3.5371 -2.1541 -3.1536
O -2.1395 -2.1353 -3.2613
H -5.2232 -3.1863 -3.9679
H -3.7469 -3.7434 -4.7173
H -4.3800 -2.1414 -5.1205
H -3.8301 -2.6782 -2.2362
H -3.9055 -1.1300 -3.0462
C 2.8409 -0.3590 3.4394
C 4.1099 -1.1607 3.6961
C 5.2649 -0.6762 2.8229
O 4.3684 -1.1015 5.0904
H 1.9927 -0.5492 4.0943
H 2.5247 -0.5278 2.4060
H 3.0912 0.7030 3.4762
H 4.0292 -2.2377 3.4953
H 5.3027 0.4140 2.8253
H 5.1010 -1.0373 1.8064
H 6.2193 -1.0542 3.1896
H 5.0479 -1.7630 5.2547
C -1.6942 2.6174 -5.3322
C -1.8018 1.4005 -4.4106
C -2.8213 1.7151 -3.3341
O -2.2177 0.2596 -5.1397
H -1.2314 3.4920 -4.8763
H -2.6972 2.8859 -5.6627
H -1.0441 2.3124 -6.1535
H -0.8205 1.2483 -3.9455
H -2.9474 0.9266 -2.5876
H -3.7887 1.8642 -3.8176
H -2.5695 2.6386 -2.8089
H -2.3908 -0.4538 -4.5151
C -1.9375 -6.3330 -0.8721
C -2.2418 -4.8476 -1.0637
C -3.3106 -4.3452 -0.0597
O -1.0678 -4.0118 -0.9303
H -1.6584 -6.5842 0.1512
H -1.1645 -6.7080 -1.5425
H -2.8807 -6.8298 -1.1030
H -2.6201 -4.7047 -2.0764
H -4.2373 -4.8207 -0.3831
H -3.4348 -3.2614 -0.0681
H -3.1354 -4.5729 0.9925
H -0.8150 -4.1349 0.0029
C 1.1429 -3.7879 3.5277
C -0.2854 -3.8755 3.0021
C -1.0901 -2.6040 2.8568
O -0.2918 -4.5949 1.7396
H 1.2330 -3.0992 4.3706
H 1.8581 -3.4249 2.7862
H 1.5258 -4.7304 3.9229
H -0.7948 -4.4384 3.7903
H -1.2228 -2.1708 3.8499
H -2.1117 -2.8391 2.5552
H -0.6589 -1.8486 2.1985
H 0.0533 -5.4577 1.9983
C 1.9425 3.4863 -4.7067
C 1.4161 4.2091 -3.4620
C 1.2392 3.3134 -2.2425
O 2.3871 5.2106 -3.1340
H 1.2792 2.7029 -5.0734
H 2.9043 3.0020 -4.5210
H 2.1516 4.1908 -5.5114
H 0.5117 4.7867 -3.6722
H 0.6559 3.8068 -1.4625
H 2.2025 2.9716 -1.8640
H 0.6278 2.4316 -2.4652
H 1.9588 5.7818 -2.4876
C 4.3172 1.6149 0.1596
C 5.5507 1.3694 -0.7514
C 5.0605 0.8500 -2.1162
O 6.2007 2.6172 -0.9503
H 3.7117 2.4492 -0.1993
H 4.5038 1.8428 1.2100
H 3.6917 0.7162 0.1819
H 6.2599 0.7048 -0.2593
H 4.5253 -0.1015 -2.0931
H 5.8210 0.7932 -2.8933
H 4.2961 1.5634 -2.4417
H 5.6849 3.0562 -1.6363
C 1.5378 3.0338 2.1586
C 0.6406 3.1815 3.3799
C 1.4291 3.3462 4.6547
O -0.1087 4.3740 3.1996
H 2.1591 2.1391 2.2488
H 2.1046 3.9304 1.9023
H 0.9965 2.8390 1.2299
H -0.0198 2.3223 3.5115
H 2.0823 2.4773 4.7515
H 0.7385 3.5089 5.4828
H 2.0407 4.2508 4.6920
H 0.4942 5.0992 3.0065
C 2.5128 -4.8556 0.0258
C 2.0686 -3.4776 -0.4221
C 3.1753 -2.4426 -0.3490
O 1.6092 -3.5543 -1.8095
H 1.8106 -5.6476 -0.2357
H 2.8234 -4.9424 1.0653
H 3.4229 -5.1065 -0.5312
H 1.1966 -3.1590 0.1471
H 4.0862 -2.7254 -0.8781
H 3.4142 -2.3403 0.7123
H 2.8464 -1.4798 -0.7398
H 2.2873 -4.0587 -2.2756
C -4.1216 0.0148 1.8545
C -5.2292 -0.7912 2.5451
C -5.4245 -0.3483 3.9828
O -6.4467 -0.4872 1.8578
H -3.1544 -0.1419 2.3385
H -4.4373 1.0590 1.8370
H -3.9628 -0.2392 0.8038
H -5.0559 -1.8660 2.4928
H -4.5190 -0.4840 4.5802
H -6.2991 -0.7843 4.4612
H -5.5697 0.7346 4.0473
H -6.5612 0.4677 1.8890
C -2.4579 5.8460 -1.1637
C -2.0077 5.0956 0.1146
C -2.4066 3.6137 0.1796
O -0.5754 5.2564 0.1775
H -3.5461 5.7303 -1.1736
H -2.1146 5.4045 -2.0979
H -2.2753 6.9132 -1.0667
H -2.3894 5.6045 1.0035
H -2.1505 3.1240 1.1179
H -1.9445 3.1140 -0.6761
H -3.4757 3.5394 -0.0305
H -0.3947 4.8311 1.0251
*
```


[3]
Formula: C34H90N4O13
Source: OMol25
Level of theory: ωB97M-V/def2-TZVPD

Results
**Gap between HOMO and LUMO (spin up / spin down)**: 0.2513 / 0.0452 hartree
**Relative energy (zero: lowest compared OMol25 entry of this formula, charge and spin)**: 0.0 kJ/mol

```
! wB97M-V def2-TZVPD RIJCOSX def2/J DEFGRID3
* xyz 1 2
C 5.9284 -3.7488 -22.2192
O 5.4866 -5.0603 -22.5422
C 6.4624 -6.0218 -22.1769
C 6.0013 -7.4139 -22.6152
N 4.7008 -7.7975 -21.9687
C 4.1550 -9.0237 -22.6228
C 2.6315 -9.1469 -22.1933
O 1.9190 -8.0971 -22.8616
C 0.5297 -8.2244 -22.5492
H 6.7812 -3.3998 -22.8015
H 6.1360 -3.7162 -21.1497
H 5.1287 -3.0733 -22.5233
H 6.7006 -5.9094 -21.1192
H 7.4272 -5.7956 -22.6308
H 6.7342 -8.1771 -22.3535
H 6.0572 -7.4960 -23.7007
H 4.1053 -7.0042 -22.1587
H 4.7714 -9.8862 -22.3695
H 4.1242 -8.9864 -23.7117
H 2.6147 -9.0674 -21.1063
H 2.2394 -10.1552 -22.3262
H 0.0155 -7.3844 -23.0161
H 0.3268 -8.0704 -21.4894
H 0.1744 -9.1986 -22.8850
C 4.9604 -2.5379 -18.6828
O 6.1617 -3.2168 -18.3483
C 7.1026 -2.3930 -17.5964
C 8.4625 -3.0590 -17.5338
N 8.8496 -3.4428 -18.9002
C 10.1585 -4.1121 -18.8694
C 10.3789 -4.7410 -20.2635
O 9.4026 -5.7571 -20.6417
C 9.2932 -6.8498 -19.7787
H 5.3076 -1.6211 -19.1592
H 4.2399 -2.3501 -17.8868
H 4.5850 -3.1034 -19.5357
H 6.7682 -2.2599 -16.5676
H 7.2262 -1.3866 -17.9962
H 8.4329 -3.9408 -16.8938
H 9.2191 -2.4328 -17.0612
H 8.1569 -4.0690 -19.2851
H 10.3053 -4.8945 -18.1249
H 10.9341 -3.4070 -18.5703
H 11.3657 -5.1891 -20.3798
H 10.3388 -3.9484 -21.0107
H 10.2256 -7.3712 -19.5626
H 8.6406 -7.6208 -20.1883
H 8.8984 -6.5827 -18.7984
C 2.7426 12.5995 -19.5291
O 3.5923 11.8951 -20.3534
C 4.9938 12.1019 -20.0647
C 5.7848 11.0786 -20.9998
N 5.9024 9.7317 -20.4089
C 4.6770 8.9890 -20.5050
C 4.7574 7.5524 -20.0437
O 3.5831 6.7880 -20.2664
C 3.5803 5.3998 -20.1107
H 2.8692 12.2406 -18.5077
H 1.7158 12.4070 -19.8400
H 2.9538 13.6688 -19.5189
H 5.1943 11.9817 -19.0001
H 5.1837 13.1002 -20.4591
H 6.7506 11.5513 -21.1785
H 5.2063 11.0274 -21.9222
H 6.6212 9.2321 -20.9128
H 4.1757 8.9792 -21.4728
H 3.9528 9.4981 -19.8690
H 5.0647 7.3777 -19.0126
H 5.4949 7.1164 -20.7177
H 2.5448 5.0859 -20.2416
H 3.9424 5.0789 -19.1340
H 4.1328 4.8503 -20.8729
C 0.2158 0.8782 -21.1223
O 0.7080 1.7429 -22.1346
C 1.5638 2.8362 -21.6434
C 1.7881 3.7453 -22.9227
N 2.7209 3.1420 -23.8658
C 2.8470 3.9715 -25.0916
C 3.7597 3.3454 -26.0785
O 3.1705 2.2618 -26.7624
C 4.1270 1.3510 -27.2381
H -0.1379 1.4186 -20.2444
H 0.9455 0.1701 -20.7294
H -0.6728 0.3561 -21.4770
H 2.5059 2.4836 -21.2235
H 1.0937 3.4758 -20.8964
H 2.1047 4.7310 -22.5819
H 0.8265 3.9965 -23.3703
H 2.3545 2.2371 -24.1246
H 3.2600 4.9408 -24.8123
H 1.8532 4.1059 -25.5187
H 4.7375 3.0679 -25.6848
H 4.1083 4.1821 -26.6838
H 4.9599 1.8514 -27.7320
H 3.7437 0.5578 -27.8800
H 4.5810 0.7931 -26.4191
C 6.2582 3.2428 -18.6091
C 6.9699 4.0196 -19.6301
O 7.3696 3.0756 -20.6178
H 5.6405 3.9100 -18.0080
H 6.9094 2.8501 -17.8282
H 5.6574 2.4264 -19.0098
H 7.8494 4.5561 -19.2741
H 6.3156 4.7817 -20.0534
H 6.5786 2.8906 -21.1292
C 9.0899 -1.3636 -22.2702
C 9.5750 -0.3882 -21.2119
O 10.2698 -1.1629 -20.3003
H 8.3799 -2.1421 -21.9911
H 9.8841 -1.7734 -22.8942
H 8.5700 -0.7196 -22.9794
H 8.7657 0.2445 -20.8473
H 10.2584 0.3515 -21.6290
H 9.6060 -1.7461 -19.9251
C 5.0406 0.1603 -21.8064
C 5.3766 1.1402 -22.9081
O 5.1273 2.4730 -22.4637
H 5.2758 -0.8663 -22.0875
H 3.9945 0.2026 -21.5032
H 5.6092 0.4506 -20.9229
H 4.8298 0.8734 -23.8125
H 6.4438 1.1439 -23.1302
H 4.3066 2.7432 -22.8822
C 7.8665 -0.4525 -25.9436
C 6.6702 -1.3654 -26.0289
O 6.0160 -1.5465 -24.8134
H 7.5217 0.5658 -25.7643
H 8.4975 -0.6959 -26.7985
H 8.4610 -0.6449 -25.0505
H 7.0551 -2.3604 -26.2523
H 5.9454 -1.1348 -26.8097
H 5.1623 -1.9607 -24.9594
C 2.0752 -0.6417 -24.5601
C 2.3728 -2.0240 -24.0901
O 3.4429 -2.5575 -24.8108
H 1.4122 -0.0984 -23.8868
H 1.6844 -0.6544 -25.5775
H 2.9738 -0.0247 -24.5656
H 1.5246 -2.6781 -24.2918
H 2.5564 -2.0774 -23.0170
H 3.1199 -3.3255 -25.2876
*
```


Which of these has the highest relative energy (zero: lowest compared OMol25 entry of this formula, charge and spin)? C34H90FeO12


The highest relative energy (zero: lowest compared OMol25 entry of this formula, charge and spin) belongs to which entry? C34H90FeO12